1.
The following is a quantum chemistry calculation of a molecular structure, C33H57CdN3O5Si at a distorted geometry, from the OMol25 dataset.

Geometry as XYZ:
```
100
Properties=species:S:1:pos:R:3:forces:R:3
Cd -0.057679 -0.159279 -0.132782 -1.153 -0.269 0.007
Si 0.124140 -3.717359 -0.388503 0.128 0.452 -0.079
O 0.552026 3.312652 1.706339 0.230 -0.879 -0.484
O 1.239970 1.290474 1.161367 -0.411 0.987 -0.161
O 4.172260 -2.763470 1.013440 -0.057 -0.190 0.090
O -0.588138 2.125786 0.261559 1.963 0.437 0.925
O 3.593747 -0.611085 -0.596485 1.136 0.379 -0.627
N -1.855378 -0.152503 1.356702 -0.544 -0.460 -0.634
N 0.415602 2.288283 1.057263 -1.022 0.113 -0.227
N -1.743506 0.304393 -1.730533 -0.158 -0.569 0.341
C -0.862958 2.808874 -4.353567 0.068 -0.227 -0.075
C -2.404683 1.469225 3.113338 0.502 -0.386 0.040
C 3.943181 -2.591852 2.428247 -0.273 -0.132 -0.408
C 0.140396 -4.580530 1.278176 0.042 -0.300 0.103
C -2.986497 -0.126133 -1.544285 0.912 0.559 -0.382
C 1.033999 -2.077445 -0.267698 0.243 0.026 -0.313
C -0.453502 0.104688 -3.818779 -0.295 0.482 0.249
C 4.103177 -1.077656 -1.969758 -0.528 0.224 0.910
C 0.150505 0.695482 -4.928572 -0.232 0.462 0.127
C -1.131164 1.474222 5.173194 -0.236 0.093 -0.121
C 1.001309 -4.757804 -1.701870 -0.006 -0.203 0.058
C -0.455526 0.328271 4.756056 -0.250 0.215 0.155
C -3.848572 -1.442554 1.971095 -0.333 -0.035 -0.066
C 5.194773 -2.164412 3.151333 0.147 -0.057 0.303
C 4.580559 0.269620 0.197247 -0.781 -0.133 -0.741
C -1.676921 0.330291 2.666864 -0.126 -0.230 0.770
C -1.466526 2.254133 -3.227130 0.428 -0.589 -0.064
C -0.030640 -1.530259 3.137703 0.463 -0.340 -0.132
C -2.242395 3.157710 -2.324543 -0.321 0.317 0.071
C -3.492435 -0.692952 -0.356529 -0.328 -0.523 -0.064
C -1.681426 -3.671976 -0.887578 -0.210 -0.101 -0.092
C -0.056592 2.045603 -5.197868 0.178 0.244 -0.194
C -0.727777 -0.269042 3.531221 -0.482 0.619 -0.379
C -2.119260 2.034251 4.358596 0.252 -0.538 0.041
C -2.986364 -0.733448 0.952727 0.634 0.824 0.466
C 4.039257 0.107150 -2.891850 0.032 0.242 -0.153
C -3.983800 -0.042879 -2.675368 -0.361 -0.199 0.047
C -3.461218 2.102371 2.265071 -0.147 0.367 0.098
C 4.348933 -4.120046 0.563658 -0.369 0.333 0.117
C -1.261617 0.878352 -2.936446 -0.040 0.036 -0.527
C -0.193787 -1.353149 -3.600642 0.048 -0.556 0.089
C 5.990261 -0.225170 0.092901 0.307 -0.262 0.265
C 5.702219 -4.695765 0.919988 -0.028 -0.144 -0.067
H 0.328310 -1.519581 2.099233 -0.237 0.049 0.317
H -4.357359 -0.737711 2.635122 0.122 -0.074 0.025
H 5.962656 -2.939330 3.106410 -0.004 0.148 -0.007
H 6.091281 -1.182968 0.608866 0.085 0.086 -0.218
H 1.724636 -2.122006 0.594150 -0.193 -0.075 -0.156
H 4.216038 -4.079925 -0.527208 0.007 -0.024 0.289
H 3.170065 -1.813015 2.517177 0.090 -0.270 0.028
H -0.507630 -1.953326 -4.471064 0.003 0.212 0.268
H -2.691822 3.964644 -2.916043 0.023 -0.135 0.091
H -2.320897 -3.376123 -0.046365 0.116 0.068 -0.198
H 0.000884 -5.661804 1.135293 -0.005 0.178 0.096
H 1.085976 -4.432281 1.814608 -0.144 -0.017 -0.012
H -1.588634 3.632889 -1.582662 -0.153 -0.276 0.006
H 1.078255 -4.195264 -2.642284 -0.014 -0.079 0.142
H 6.659064 0.494274 0.573004 -0.175 0.019 0.059
H -0.682246 -4.217540 1.910859 0.267 -0.085 -0.153
H 0.277904 -0.142674 5.404573 -0.009 0.119 0.005
H 3.209911 -1.366844 -0.074353 0.315 -0.033 -0.019
H -3.771302 3.031365 2.767943 -0.117 -0.288 -0.297
H 5.796520 -5.665896 0.429477 0.076 -0.039 0.047
H 0.422667 2.522869 -6.059544 -0.200 -0.231 0.283
H 0.436818 -5.677678 -1.908632 0.160 0.136 0.005
H -1.037173 3.871676 -4.544134 0.149 -0.339 -0.073
H 5.798838 -4.854458 1.994564 0.044 0.009 -0.047
H 3.427458 -1.894422 -2.237121 0.081 0.226 0.098
H -4.137048 0.983270 -3.016948 0.170 -0.060 -0.039
H 3.540037 -3.529025 2.850702 0.060 0.313 -0.140
H -1.906406 -3.014111 -1.734233 -0.011 -0.088 0.218
H 0.848439 -1.684526 3.774561 -0.115 -0.025 0.006
H 4.165679 0.274533 1.200748 -0.041 -0.050 -0.011
H 4.282707 -0.206042 -3.910007 -0.027 -0.106 0.086
H -4.336263 1.449634 2.147329 0.128 0.192 -0.083
H -2.701380 2.902321 4.689618 0.349 -0.300 -0.115
H 4.777876 0.868899 -2.618611 -0.160 -0.090 0.012
H 2.013898 -5.045111 -1.387762 -0.131 0.051 -0.084
H -4.486616 -1.145043 -0.470065 0.553 0.146 0.077
H 6.337804 -0.320195 -0.937699 -0.007 0.132 0.172
H -4.607707 -2.036322 1.457495 0.005 0.075 0.111
H -0.915560 1.932469 6.135424 0.047 -0.141 -0.126
H -3.076045 2.362602 1.277561 -0.011 -0.137 -0.043
H 1.630373 -1.968894 -1.188880 -0.151 -0.173 0.136
H 3.539310 -4.745680 0.983459 0.214 0.213 -0.206
H 4.438272 1.254683 -0.252238 -0.089 -0.197 0.120
H 5.602662 -1.232700 2.751411 -0.063 -0.104 0.028
H -0.703730 -1.737963 -2.713758 0.159 0.104 -0.202
H 4.949478 -1.994813 4.201526 0.060 0.032 0.013
H 0.776586 0.076904 -5.578282 -0.194 0.231 0.132
H -3.244925 -2.122600 2.576144 0.039 0.156 0.067
H 0.886615 -1.533170 -3.484928 -0.200 -0.016 0.059
H -3.689788 -0.661601 -3.527044 0.156 0.147 -0.022
H -0.664009 -2.421792 3.245326 0.015 0.246 -0.033
H -3.044961 2.631930 -1.805170 0.148 0.086 0.122
H 6.519996 -4.059624 0.572960 -0.084 0.009 0.044
H 3.042712 0.563070 -2.914694 0.155 -0.163 0.081
H -1.980291 -4.690079 -1.181304 0.048 0.167 0.072
H 5.115001 -1.450075 -1.804077 -0.340 -0.125 -0.133
H -4.940351 -0.421009 -2.312163 0.007 0.096 -0.178
```
Forces are in eV/Å.

- HOMO-LUMO gap: 6.4253 eV
- HOMO energy: -0.2394 hartree
- Spin multiplicity: 1


2.
The following is a quantum chemistry calculation of C8H15NOS in the gas phase at a distorted geometry, from the OMol25 dataset.

Geometry as XYZ:
```
26
Properties=species:S:1:pos:R:3:forces:R:3
S 1.671369 -0.618313 -0.754175 -0.648 0.931 -1.380
O -1.198876 -2.408926 0.886273 -0.646 -0.932 -0.007
N 1.162610 -2.006222 1.366531 -1.866 -0.415 -1.243
C -0.286142 1.700798 0.594553 -0.573 -1.582 -2.607
C -0.908518 0.621413 -0.493656 0.951 0.950 0.812
C 2.045557 -1.709348 0.498408 -0.614 -0.759 2.278
C 3.443104 -2.130449 0.794356 -0.279 -0.794 -2.457
C -0.210871 -1.463117 1.015126 1.881 1.648 2.274
C -0.751777 1.123513 -1.934679 2.400 4.474 2.061
C -2.383843 0.444486 -0.114148 1.177 0.736 1.618
C -0.156850 -0.689002 -0.418318 1.055 -1.394 2.467
H -0.860935 2.595718 0.417476 0.336 0.655 -0.142
H 0.793588 1.775228 0.476445 -0.090 0.434 -0.211
H 3.793460 -2.788900 -0.111598 0.047 1.613 1.789
H 3.901177 -1.177342 0.994155 1.307 0.068 -0.385
H 0.436984 1.347252 -2.073477 -2.895 -0.459 -0.126
H -0.371478 -0.909518 2.085567 -0.177 -0.153 -2.906
H -2.959485 0.155771 -0.939347 -0.969 -0.514 -1.225
H -2.370894 -0.368334 0.623773 -0.748 0.518 0.055
H -0.498577 -1.449297 -1.116983 -0.463 0.139 -0.108
H -1.138742 0.541796 -2.723423 -0.458 -0.902 -0.690
H -2.778833 1.418741 0.298143 0.255 -1.183 -0.326
H -0.473492 1.420456 1.597597 -0.357 -0.675 0.982
H -1.609120 -2.598211 1.741160 0.319 -0.030 -0.229
H 3.424420 -2.695419 1.698714 0.025 -0.524 0.455
H -1.282115 2.175675 -1.885966 1.031 -1.850 -0.748
```
Forces are in eV/Å.

- HOMO-LUMO gap: 9.5086 eV
- HOMO energy: -0.3227 hartree
- Spin multiplicity: 1
- SMILES: CC1=N[C@H](O)[C@@H](C(C)(C)C)S1


3.
The following is a quantum chemistry calculation of C4H13N3 in the gas phase at a distorted geometry, from the OMol25 dataset.

Geometry as XYZ:
```
20
Properties=species:S:1:pos:R:3:forces:R:3
N 0.887662 2.675744 -0.496278 -1.096 -1.258 0.911
N 0.021241 -3.162540 -0.184610 1.949 1.908 -2.142
N -1.187864 -0.141504 -0.869454 -0.912 3.801 -2.416
C 0.458924 0.534920 0.880326 -1.418 -1.395 -0.873
C 0.056205 1.997942 0.479340 -0.808 -0.232 1.367
C -0.549746 -1.908528 0.392516 -0.510 -2.027 3.201
C -0.038393 -0.548576 -0.156982 0.260 -1.982 1.182
H 1.747214 3.081808 -0.240523 0.591 0.447 0.163
H 1.068166 -3.202435 0.042950 -1.866 0.095 -0.141
H -0.840927 0.756676 -1.248481 -1.007 0.174 0.200
H -1.292184 -0.579167 -1.791975 0.019 -0.877 0.735
H 0.477176 2.893221 -1.364516 -0.105 0.444 -0.657
H 0.079743 -2.822467 -1.204489 -0.073 -1.477 1.400
H -1.109616 2.203512 0.309762 2.684 -0.860 0.184
H -0.405261 -2.024170 1.511754 0.211 0.450 -0.977
H -1.705260 -2.076464 0.362117 2.000 0.966 -0.563
H 0.216991 2.232333 1.537924 -0.003 2.182 -0.337
H 1.595410 0.469034 1.155036 -2.233 0.030 -0.602
H 0.724921 -0.713447 -0.882539 1.282 -0.545 -0.270
H -0.204401 0.334109 1.768123 1.034 0.156 -0.363
```
Forces are in eV/Å.

- HOMO-LUMO gap: 9.7023 eV
- HOMO energy: -0.3211 hartree
- Spin multiplicity: 1
- SMILES: NCC[C@H](N)CN


4.
The following is a quantum chemistry calculation of 4 unconnected molecules or ions with the total composition C2H14NO3 at a distorted geometry, from the OMol25 dataset.

Geometry as XYZ:
```
20
Properties=species:S:1:pos:R:3:forces:R:3
O -1.335948 2.886771 2.638539 0.637 0.071 -0.665
O -2.451589 -5.836926 2.769923 -0.589 0.721 -2.046
O -1.094166 1.113935 0.782471 -1.188 -0.473 1.617
N 0.508464 -0.023299 -1.322570 -1.744 -0.430 3.421
C 2.466190 0.588060 -2.607693 3.107 -0.663 -1.643
C 1.348716 1.146040 -1.827952 -0.545 -0.168 0.600
H -1.847666 3.686478 2.669007 -0.393 0.792 0.164
H 0.671278 1.577691 -2.581927 0.332 0.673 0.798
H -1.496633 1.964078 1.259038 1.618 -1.813 -1.038
H -1.903784 2.206924 2.964873 -0.707 -0.506 0.997
H -1.561336 -6.042977 3.044378 2.671 -0.469 0.091
H 1.662800 1.838020 -0.942356 -0.848 -1.258 -1.760
H 2.250640 -0.300793 -3.257565 -0.723 1.230 0.011
H 2.848932 1.454592 -3.216287 -0.135 -1.165 0.240
H 0.149641 0.295629 -0.333689 0.411 -0.302 -1.513
H -1.266692 0.352672 1.421465 0.219 1.687 -1.171
H -2.936796 -6.021329 3.565983 -2.137 -0.424 2.050
H 3.378919 0.123610 -2.134366 -0.940 1.065 0.594
H 1.090616 -0.938272 -1.089714 -1.843 2.157 -1.377
H -0.481584 -0.070905 -1.801559 2.797 -0.724 0.631
```
Forces are in eV/Å.

- HOMO-LUMO gap (spin up / spin down): 9.4207 / 1.5432 eV
- HOMO energy (spin up / spin down): -0.6290 / -0.6290 hartree
- Net charge: +2
- Spin multiplicity: 2
- Expectation value of S²: 0.753


5.
The following is a quantum chemistry calculation of C4H6N2O2 in the gas phase at a distorted geometry, from the OMol25 dataset.

Geometry as XYZ:
```
14
Properties=species:S:1:pos:R:3:forces:R:3
O -1.845164 -0.488960 -1.137996 2.027 -1.601 2.172
O -1.899224 0.533676 0.999352 1.008 1.289 -0.161
N 0.139455 -0.297330 0.284762 0.726 2.669 -0.564
N 2.220433 -0.727839 -0.009472 3.454 1.430 -0.858
C 0.742223 0.965446 -0.114314 -3.137 -1.728 1.275
C 2.011320 0.612490 -0.278610 1.178 0.430 -0.071
C 1.122843 -1.232684 0.321986 -1.904 -0.571 -0.670
C -1.225546 -0.451082 0.314864 -2.378 1.086 -3.385
H 1.020420 -2.303788 0.324386 -0.666 -0.116 0.667
H 0.031746 1.843871 -0.092756 1.804 -0.886 -0.506
H -2.289845 0.306487 -1.385692 -0.362 1.055 0.344
H 2.783719 1.276657 -0.587366 0.634 0.066 -0.059
H -1.445092 1.391962 0.729637 -1.142 -1.536 0.839
H -1.367290 -1.428904 0.631220 -1.242 -1.585 0.979
```
Forces are in eV/Å.

- HOMO-LUMO gap: 10.3397 eV
- HOMO energy: -0.3618 hartree
- Spin multiplicity: 1
- SMILES: OC(O)n1ccnc1


6.
The following is a quantum chemistry calculation of a molecular structure, C18H23BrCoN2O3 at a distorted geometry, from the OMol25 dataset.

Geometry as XYZ:
```
48
Properties=species:S:1:pos:R:3:forces:R:3
Br -5.449507 4.068851 2.096011 0.796 -0.422 -0.426
Co 0.142986 -0.413648 0.158664 0.029 -0.759 0.502
O -0.246514 -1.946513 1.578982 -0.017 0.390 -0.257
O 1.561208 -0.050902 1.747936 -0.230 0.091 -0.447
O -0.892652 -1.941096 -0.965070 0.235 0.449 0.067
N 1.463086 0.061470 -1.366351 -0.129 -0.023 0.134
N -0.642556 1.473591 -0.445563 0.203 -0.294 0.021
C 1.186575 1.253334 -1.946740 0.360 -0.094 -0.260
C -2.417887 1.474490 1.159915 0.059 -0.063 -0.009
C 1.952703 1.756191 -2.990234 -0.255 0.126 0.143
C -1.661625 -2.784858 -0.092117 0.042 -0.072 0.358
C 3.310580 -0.203688 -2.852810 -0.071 0.185 -0.065
C -2.224522 3.387397 -0.347334 -0.035 0.077 -0.021
C 0.049422 1.973215 -1.419705 -0.074 0.121 -0.017
C -1.748212 2.129154 0.098038 -0.234 0.188 0.081
C 2.493688 -0.642856 -1.807780 0.073 -0.030 -0.045
C -3.316378 3.960058 0.241715 0.195 0.103 -0.248
C 3.034793 1.012517 -3.450885 0.147 -0.167 -0.016
C -0.800597 -3.179645 1.087363 -0.163 -0.143 -0.195
C 0.653652 -2.059351 2.695340 0.184 0.126 0.190
C -3.510010 2.032357 1.759512 0.082 -0.207 0.070
C 1.114456 -0.646317 2.977229 -0.230 -0.281 0.058
C -0.452083 -2.571267 -2.183154 0.029 -0.134 -0.321
C 2.990217 0.079941 1.622619 0.334 0.101 0.016
C -3.970995 3.289662 1.300911 -0.925 0.475 0.507
H 0.275793 -0.045609 3.332553 0.053 0.033 0.055
H 2.694024 -1.593283 -1.326746 -0.049 0.021 0.030
H -2.512354 -2.193491 0.249953 -0.046 -0.043 -0.055
H 0.308140 -3.331140 -1.990852 -0.014 0.055 0.107
H -3.678839 4.921005 -0.099599 -0.033 -0.010 0.037
H -1.405725 -3.655751 1.860270 0.027 0.020 0.035
H 3.185529 0.697269 0.750318 -0.022 -0.015 0.003
H -1.298199 -3.036862 -2.686402 -0.048 0.065 0.047
H 3.395232 0.577855 2.502390 -0.086 0.035 0.004
H 0.131808 -2.471152 3.560406 -0.031 -0.025 -0.029
H 1.486292 -2.717382 2.433738 -0.041 -0.006 -0.076
H -0.048307 -1.793206 -2.824814 0.000 0.002 0.027
H 4.141041 -0.815403 -3.177750 0.002 -0.002 0.000
H -1.746149 3.924332 -1.154039 -0.010 -0.013 0.017
H -0.187222 2.931628 -1.873416 0.011 -0.015 0.000
H -4.023193 1.533694 2.571170 0.002 0.013 -0.011
H -2.027867 -3.664069 -0.619225 -0.011 0.026 -0.047
H 1.903279 -0.635636 3.727316 0.020 0.049 -0.013
H 3.648061 1.381219 -4.262655 -0.006 0.004 0.003
H -2.049834 0.510913 1.498097 -0.060 0.033 0.031
H 0.006184 -3.857562 0.797078 0.051 0.065 0.026
H 3.474978 -0.892063 1.510596 -0.118 -0.025 -0.008
H 1.707499 2.712607 -3.434881 0.006 -0.007 -0.001
```
Forces are in eV/Å.

- HOMO-LUMO gap (spin up / spin down): 7.8043 / 6.0497 eV
- HOMO energy (spin up / spin down): -0.6802 / -0.7020 hartree
- Net charge: +3
- Spin multiplicity: 5
- Expectation value of S²: 6.038


Summary of energy above the lowest of the compared OMol25 structures with the same formula, charge and spin in kJ/mol
0.0; 196.6; 266.0; 134.7; 211.5; 0.0
(order as listed above)